Record 1
{
  "formula": "C19H27ClN2O2S",
  "method": "ωB97M-V with the def2-TZVPD basis set",
  "homo_lumo_gap_ev": 8.21,
  "max_force_ev_per_a": 0.754,
  "lumo_energy_ha": 0.006,
  "energy_ev": -50574.7051,
  "mol_weight_g_mol": 383.0,
  "smiles": "CC(C)OCCCNC(=S)N1CCC(C(=O)c2ccc(Cl)cc2)CC1",
  "species": ["C", "C", "C", "O", "C", "C", "C", "N", "C", "S", "N", "C", "C", "C", "C", "O", "C", "C", "C", "C", "Cl", "C", "C", "C", "C", "H", "H", "H", "H", "H", "H", "H", "H", "H", "H", "H", "H", "H", "H", "H", "H", "H", "H", "H", "H", "H", "H", "H", "H", "H", "H", "H"],
  "xyz": [[-1.697925, -3.729283, 0.431582], [-2.648996, -2.540339, 0.564870], [-3.705385, -2.807393, 1.637417], [-3.320335, -2.313682, -0.675851], [-3.021916, -1.110281, -1.330004], [-1.612132, -1.074951, -1.931682], [-1.343003, 0.197733, -2.737947], [-1.236813, 1.360708, -1.891392], [-0.066540, 1.921762, -1.519216], [1.334512, 1.639239, -2.364124], [-0.105652, 2.805576, -0.487593], [1.060281, 3.600023, -0.177756], [2.000877, 2.850011, 0.776686], [1.180419, 1.893484, 1.661981], [1.041073, 0.511426, 1.033967], [-0.036338, -0.030049, 0.897660], [2.294846, -0.154429, 0.607467], [2.232415, -1.041401, -0.466910], [3.364111, -1.680516, -0.929928], [4.576467, -1.450419, -0.298320], [5.999316, -2.244208, -0.860502], [4.658322, -0.591391, 0.788778], [3.523699, 0.057743, 1.232625], [-0.190922, 2.513299, 1.948852], [-0.999078, 2.666776, 0.645681], [-0.944011, -3.533204, -0.325927], [-1.200488, -3.916079, 1.379423], [-2.258425, -4.614006, 0.140960], [-2.072999, -1.648109, 0.842347], [-3.230216, -2.981315, 2.598949], [-4.377750, -1.957028, 1.723465], [-4.290214, -3.681346, 1.363504], [-3.768051, -1.028162, -2.127064], [-3.156247, -0.263164, -0.637499], [-0.884459, -1.136102, -1.120728], [-1.489595, -1.944124, -2.579322], [-0.394859, 0.108389, -3.273557], [-2.145413, 0.364326, -3.463272], [-2.065090, 1.597340, -1.367878], [0.703665, 4.528859, 0.276440], [1.576753, 3.838240, -1.108046], [2.729328, 2.287773, 0.193323], [2.538488, 3.569001, 1.395845], [1.702908, 1.742813, 2.612902], [1.285802, -1.204417, -0.956550], [3.310352, -2.347912, -1.775075], [5.606657, -0.430923, 1.277248], [3.600900, 0.715950, 2.084270], [-0.748514, 1.879223, 2.638569], [-0.040036, 3.483704, 2.424067], [-1.655185, 3.544310, 0.709285], [-1.614597, 1.776520, 0.517975]],
  "forces_ev_per_a": [[-0.20, 0.42, -0.08], [0.01, -0.18, 0.29], [0.24, 0.21, -0.36], [-0.06, -0.29, 0.14], [0.26, 0.09, -0.22], [-0.28, 0.11, 0.06], [0.04, -0.47, -0.10], [-0.25, 0.18, 0.52], [-0.23, 0.28, -0.39], [0.63, -0.15, -0.39], [-0.12, -0.16, -0.08], [0.41, 0.18, -0.03], [-0.03, 0.05, -0.09], [-0.28, 0.12, 0.07], [0.13, 0.26, 0.29], [-0.03, -0.05, -0.01], [0.30, -0.54, -0.18], [-0.01, 0.10, 0.19], [0.10, -0.04, 0.03], [-0.27, 0.19, 0.17], [0.20, -0.11, -0.09], [0.16, -0.10, -0.08], [-0.32, -0.04, -0.09], [0.09, -0.25, -0.04], [-0.49, 0.12, 0.21], [0.11, 0.00, -0.08], [0.08, -0.06, 0.11], [-0.06, -0.13, -0.02], [-0.04, -0.03, -0.08], [0.03, -0.04, 0.14], [-0.07, 0.07, 0.04], [-0.08, -0.13, -0.01], [0.06, 0.12, 0.05], [-0.04, -0.01, -0.04], [0.06, -0.05, -0.04], [-0.01, -0.07, -0.02], [-0.27, 0.04, 0.00], [0.07, 0.00, -0.03], [0.12, 0.10, -0.01], [-0.01, -0.02, 0.00], [-0.08, 0.07, 0.16], [0.00, 0.13, 0.01], [0.04, 0.00, 0.04], [0.02, -0.03, -0.05], [-0.07, 0.00, -0.03], [0.03, -0.07, -0.08], [0.09, -0.01, 0.03], [0.01, 0.11, 0.06], [-0.04, 0.08, 0.02], [0.00, -0.01, 0.04], [0.01, -0.10, 0.03], [0.06, 0.12, 0.00]]
}

***

Record 2
{
  "formula": "C19H27ClN2O9S",
  "method": "ωB97M-V with the def2-TZVPD basis set",
  "homo_lumo_gap_ev": 6.63,
  "max_force_ev_per_a": 8.682,
  "lumo_energy_ha": -0.067,
  "energy_ev": -64893.5868,
  "mol_weight_g_mol": 494.9,
  "smiles": "CCC(=O)OCCc1c(Cl)cc(O)c2nsnc12.CCOC(=O)OC.CCOC(=O)OC",
  "species": ["C", "C", "C", "O", "O", "C", "C", "C", "C", "Cl", "C", "C", "O", "C", "N", "S", "N", "C", "H", "H", "H", "H", "H", "H", "H", "H", "H", "H", "H", "C", "C", "O", "C", "O", "O", "C", "H", "H", "H", "H", "H", "H", "H", "H", "C", "C", "O", "C", "O", "O", "C", "H", "H", "H", "H", "H", "H", "H", "H"],
  "xyz": [[6.071572, 3.128170, -2.768535], [6.029104, 4.626349, -2.101937], [4.504212, 5.313219, -2.113605], [4.495232, 6.646848, -1.844283], [3.305107, 4.494910, -2.348003], [2.145304, 5.299468, -2.760812], [1.087365, 5.622152, -1.507319], [-0.415687, 5.063852, -1.980002], [-1.405074, 5.918804, -3.005899], [-0.890727, 7.587409, -3.677967], [-2.889884, 5.363412, -3.513823], [-3.396487, 3.879969, -2.980428], [-4.696996, 3.297126, -3.425116], [-2.448142, 3.024411, -1.935109], [-2.845663, 1.677631, -1.358434], [-1.466409, 1.344158, -0.305292], [-0.300372, 2.648390, -0.458606], [-0.993694, 3.601061, -1.435374], [7.158795, 2.689117, -2.544083], [5.321383, 2.365050, -2.275273], [5.993948, 3.129524, -3.959342], [6.395267, 4.529097, -0.983099], [6.817018, 5.319164, -2.659770], [1.523201, 4.614746, -3.515894], [2.400118, 6.274993, -3.354519], [1.073157, 6.782461, -1.308798], [1.456142, 5.006591, -0.555900], [-3.576554, 6.009618, -4.241253], [-5.175846, 3.971656, -4.015111], [-1.819787, -6.569578, -0.995912], [-0.901578, -5.706290, -0.146981], [-0.661321, -4.437633, -0.767935], [-1.684909, -3.548023, -0.708530], [-2.766891, -3.730741, -0.175943], [-1.305180, -2.425672, -1.369016], [-2.335349, -1.447889, -1.478356], [-1.420519, -6.674134, -2.008689], [-1.935712, -7.561732, -0.552740], [-2.813049, -6.120284, -1.092054], [0.071277, -6.200890, -0.054147], [-1.292498, -5.570473, 0.868405], [-2.745040, -1.190523, -0.496257], [-3.124685, -1.812354, -2.143175], [-1.902454, -0.544599, -1.917560], [-1.204654, -3.128582, 3.592996], [-1.335091, -4.629790, 3.789005], [-0.309363, -5.131258, 4.654574], [-0.469059, -4.863969, 5.975831], [-1.396392, -4.252000, 6.479087], [0.598127, -5.374174, 6.639843], [0.610750, -5.064097, 8.030151], [-0.202436, -2.873468, 3.237273], [-1.942775, -2.767682, 2.872483], [-1.353490, -2.589317, 4.533591], [-1.205047, -5.130274, 2.823449], [-2.326776, -4.907689, 4.165309], [-0.321216, -5.372638, 8.514757], [0.783125, -3.992422, 8.170404], [1.436602, -5.611183, 8.493720]],
  "forces_ev_per_a": [[1.21, -0.45, -0.03], [-0.57, -1.14, -0.22], [0.64, 5.66, 1.50], [-0.83, -8.42, -1.94], [2.77, 3.36, -0.03], [-2.33, -0.06, -0.78], [-0.25, -0.71, -0.73], [-2.80, 0.53, -1.39], [-0.20, -3.71, 1.96], [-0.70, -2.74, 1.18], [1.25, -3.35, 2.49], [1.50, 2.68, -0.61], [2.91, 2.62, 0.43], [-0.17, -0.60, 0.30], [4.83, 5.30, -0.10], [-0.19, 3.01, -1.96], [-5.51, 1.50, -3.86], [-0.63, -0.60, -0.02], [-2.31, 0.97, -0.46], [1.33, 1.78, -1.14], [-0.17, 0.11, 2.75], [-1.06, 0.39, -2.23], [-2.18, -1.22, 1.21], [1.65, 1.29, 1.69], [-0.05, -1.88, 1.47], [-0.15, -2.49, -0.27], [-1.01, 1.44, -2.09], [1.80, -1.59, 1.82], [1.33, -1.22, 1.31], [-0.29, 0.17, -0.15], [-0.20, -0.63, 0.13], [-0.60, 0.94, 0.11], [-0.26, -0.25, -0.01], [1.44, 0.29, -0.56], [-0.09, -1.00, 0.62], [-0.35, 0.36, -0.29], [0.10, -0.08, 0.16], [0.08, 0.08, -0.03], [0.16, -0.06, 0.15], [-0.05, 0.39, -0.11], [-0.06, 0.10, -0.35], [-0.05, -0.21, -0.18], [0.00, 0.04, 0.26], [0.07, -0.65, -0.03], [0.07, 0.20, 0.26], [-0.47, 0.41, -0.35], [0.03, -0.10, 1.14], [-0.29, 0.38, -0.06], [1.21, -0.90, -0.63], [-0.79, 0.25, -0.67], [0.05, 0.06, 0.59], [-0.10, -0.11, -0.12], [0.06, -0.10, 0.00], [-0.09, -0.16, -0.13], [0.21, -0.07, 0.42], [0.25, 0.10, 0.11], [0.12, 0.20, -0.17], [-0.19, -0.15, 0.03], [-0.10, 0.02, -0.38]]
}

***

Question: Number 2 is which compound?
Answer: C19H27ClN2O9S

***

Question: What is the formula in the first record?
Answer: C19H27ClN2O2S